C5H10O2 | ωB97M-V/def2-TZVPD

Each line ends with the Mulliken charge.
Element x y z (Å)
C: -0.6272 1.0991 2.7300  -1.095
C: -0.2538 0.3649 1.4562  -0.077
C: -1.1132 0.5075 0.3728  -0.548
C: -0.7214 -0.1278 -0.9041  -0.374
C: -1.3682 -1.1685 -1.2970  0.125
O: -1.1103 -1.7345 -2.5316  -0.504
H: -0.2008 0.5765 3.5698  0.359
H: -0.2722 2.1225 2.5494  0.259
H: -1.7610 1.1727 2.8842  0.280
H: 0.7420 0.0637 1.5344  0.401
H: -2.0554 1.1768 0.4313  0.244
H: 0.1230 0.3954 -1.3412  0.280
H: -2.2721 -1.6252 -0.8558  0.347
H: -0.5446 -1.1343 -3.0375  0.302
O: 3.7133 -0.2549 -1.8073  -0.612
H: 4.2906 -0.7041 -1.2195  0.311
H: 3.4315 -0.7298 -2.5340  0.303

Values from the calculation:
DFT total energy   -346.89785 hartree
SMILES   C/C=C/C=C/O.O
LUMO level   0.717 eV
2S+1   1
Gap between HOMO and LUMO   9.33 eV
Max |F|   5.4 eV Å⁻¹
HOMO   -8.61 eV

CH4F2P2 | ωB97M-V/def2-TZVPD

Each line ends with the Mulliken spin population.
Element x y z (Å)
C: -0.0776 0.0842 -0.5419  0.160
F: -1.9966 -1.4995 -0.4995  0.161
F: -0.3846 1.2657 -1.3138  0.009
P: -1.6502 -0.2180 0.4794  1.488
P: 1.4633 0.0616 0.5407  0.031
H: 0.2090 -0.7459 -1.2489  0.021
H: -1.1645 -1.0470 1.3916  0.114
H: 1.1210 1.2077 1.2701  -0.003
H: 2.4802 0.8911 -0.0776  0.019

Values from the calculation:
DFT total energy   -922.73236 hartree
LUMO level (alpha / beta)   0.807 / -3.615 eV
2S+1   3
Gap between HOMO and LUMO (alpha / beta)   6.98 / 6.68 eV
Max |F|   2.7 eV Å⁻¹
<S²>   2.003
HOMO (alpha / beta)   -6.18 / -10.30 eV

C6H33NO11 | ωB97M-V/def2-TZVPD

Each line ends with the Mulliken charge.
Element x y z (Å)
C: -2.4793 0.9260 0.3869  -1.170
C: -1.2296 0.2794 0.9752  0.224
N: -0.0292 0.7524 0.2766  1.011
C: 0.9293 1.5254 1.1462  -0.621
C: 1.8904 2.4657 0.4337  -1.133
C: 0.5449 -0.2426 -0.5786  0.372
C: 1.0187 0.1824 -1.9124  -1.348
O: 0.6786 -1.3822 -0.1517  -0.391
H: -2.6600 0.5639 -0.6233  0.212
H: -3.4114 0.7882 0.9354  0.385
H: -2.3619 2.0107 0.3159  0.223
H: -1.3398 -0.7964 0.9074  -0.615
H: -1.2021 0.4415 2.0535  0.544
H: 0.2319 2.1115 1.7327  0.656
H: 1.4161 0.7621 1.7603  0.363
H: 1.5702 2.7916 -0.5505  0.225
H: 2.0629 3.3258 1.0758  0.350
H: 2.8463 1.9582 0.2838  0.244
H: 1.9382 -0.3379 -2.1579  0.300
H: 1.2670 1.2336 -1.9742  0.331
H: 0.3212 -0.0307 -2.7135  0.326
O: 3.6514 -2.5136 -0.6682  -0.712
H: 2.7491 -2.3623 -0.3429  0.255
H: 3.4793 -2.8235 -1.5651  0.335
O: -0.5741 3.1551 -1.7642  -0.684
H: -0.6473 3.8244 -1.0688  0.334
H: -0.4200 2.3558 -1.2298  0.102
O: -1.0760 3.8534 1.6680  -0.591
H: -1.5986 3.0519 1.6983  0.320
H: -1.0247 4.4108 2.4485  0.265
O: 3.8527 0.5054 -0.7371  -0.548
H: 3.9084 -0.4508 -0.8597  0.287
H: 4.5378 0.9035 -1.2809  0.265
O: -1.0298 -3.5080 0.9203  -0.637
H: -0.6694 -4.3956 0.9841  0.243
H: -0.3687 -2.9185 0.5270  0.401
O: -3.2394 -2.4769 -0.2959  -0.648
H: -2.7909 -3.0168 0.3848  0.323
H: -3.7185 -3.1269 -0.8242  0.274
O: -0.8747 -1.9862 3.3076  -0.670
H: -1.3336 -2.5683 2.6902  0.354
H: 0.0511 -2.0401 3.0398  0.307
O: -2.8359 1.1147 -3.1300  -0.683
H: -2.4579 2.0054 -3.1258  0.345
H: -2.0946 0.5806 -2.8078  0.289
O: 2.6074 -2.0335 2.6397  -0.666
H: 3.1356 -2.7836 2.3485  0.325
H: 2.3756 -1.5710 1.8265  0.294
O: -1.5164 -1.2547 -2.1264  -0.501
H: -2.0042 -1.6366 -2.8709  0.332
H: -2.0760 -1.6228 -1.4069  0.202

Values from the calculation:
DFT total energy   -1130.79534 hartree
SMILES   CCN(CC)C(C)=O.O.O.O.O.O.O.O.O.O.O
LUMO level   0.053 eV
2S+1   1
Gap between HOMO and LUMO   9.14 eV
Max |F|   1.6 eV Å⁻¹
HOMO   -9.09 eV

C12H17N | ωB97M-V/def2-TZVPD

Each line ends with the Mulliken spin population.
Element x y z (Å)
C: -2.0632 2.9049 0.1640  0.002
C: -3.1970 1.8755 0.1843  -0.001
C: -0.7109 2.3361 -0.2006  -0.003
H: -2.4142 3.4919 -0.6043  0.000
H: -2.0866 3.6042 1.1431  0.000
H: -3.1602 1.1813 1.0455  0.000
H: -0.6661 2.0986 -1.3051  0.001
H: -0.0995 3.3326 -0.0010  0.001
H: -3.2247 1.4363 -0.8078  0.001
H: -4.2247 2.2363 0.3590  0.000
H: -0.4398 1.5428 0.4054  0.002
C: 0.2348 -0.6034 -2.8858  0.006
C: 0.9257 -0.7360 -0.3671  0.052
C: -0.0460 -0.9962 -1.4942  0.185
C: 0.3884 -1.2384 0.7553  -0.060
C: -1.1470 -1.3687 -0.8267  0.095
C: 2.3283 -0.4200 -0.3953  0.113
C: 0.9145 -1.1343 2.0912  0.157
C: 2.8575 -0.3030 0.8645  0.083
C: 2.1875 -0.6313 2.1271  -0.005
N: -0.9318 -1.5618 0.5434  0.318
H: 2.9136 -0.0172 -1.1700  0.009
H: 0.3779 0.5373 -2.9685  0.034
H: -0.5959 -0.8010 -3.4943  -0.001
H: -2.1091 -1.7795 -1.3037  0.006
H: -1.6178 -1.7460 1.2085  -0.013
H: 0.2359 -0.9078 2.9209  -0.001
H: 3.9041 -0.1205 1.0161  0.001
H: 2.5063 -0.3096 2.9680  0.000
H: 1.1878 -0.9586 -3.3167  0.020

Values from the calculation:
DFT total energy   -521.82734 hartree
Net charge   +1
LUMO level (alpha / beta)   -3.481 / -7.576 eV
2S+1   2
Gap between HOMO and LUMO (alpha / beta)   9.84 / 5.55 eV
Max |F|   7.8 eV Å⁻¹
<S²>   0.770
HOMO (alpha / beta)   -13.32 / -13.13 eV

C41H40Cl3N12NaO9 | ωB97M-V/def2-TZVPD

Each line ends with the Mulliken charge.
Element x y z (Å)
Na: -0.3707 0.5547 -0.7111  1.141
N: 1.1098 -0.8577 2.0562  -0.541
N: 2.3815 -0.5486 2.5569  -0.164
C: 3.4051 -0.0092 1.8767  0.640
N: 4.6061 0.0070 2.5306  -0.493
N: 3.1289 0.5381 0.7101  -0.033
N: 4.1864 0.9327 -0.0628  0.974
O: 5.3182 0.4308 0.0683  -0.846
O: 3.9332 1.7305 -0.9372  -0.582
H: 0.4539 -0.0668 2.1067  0.266
H: 1.1601 -1.1032 1.0703  0.293
H: 2.5781 -0.9315 3.4631  0.178
H: 4.7249 -0.6932 3.2433  0.225
H: 5.3847 0.1168 1.8948  0.260
Cl: 0.5903 -0.3564 -8.3210  -0.293
C: 0.2824 0.0458 -6.6381  0.278
C: -0.8257 0.8494 -6.3209  -0.599
C: -1.0840 1.1780 -5.0223  0.600
Cl: -2.4549 2.1694 -4.6454  -0.217
C: -0.2637 0.7310 -3.9100  -0.731
O: -0.5169 1.0405 -2.7287  -0.548
C: 0.8544 -0.0904 -4.3035  1.317
C: 1.7922 -0.6198 -3.3283  -0.473
O: 1.7676 -0.4967 -2.1188  -0.333
C: 1.1030 -0.4108 -5.6484  -1.060
H: -1.4785 1.2075 -7.1060  0.428
H: 2.6169 -1.2084 -3.7929  0.094
H: 1.9609 -1.0291 -5.8918  0.325
O: -7.2952 0.1777 -2.0124  -0.753
C: -6.7785 0.4548 -0.9060  0.486
O: -7.3175 0.8918 0.1324  -0.733
C: -5.2655 0.1463 -0.7931  0.199
C: -4.6034 -0.5365 -1.8068  -1.190
C: -3.2590 -0.8263 -1.6603  -0.011
N: -2.5323 -0.4810 -0.5935  0.093
C: -3.1615 0.2011 0.3759  0.754
C: -4.5147 0.5159 0.3151  -0.718
C: -2.3152 0.6258 1.5869  -0.225
O: -2.8961 0.8465 2.6546  -0.821
O: -1.0615 0.7276 1.3680  -0.267
H: -5.1560 -0.8154 -2.6943  0.439
H: -2.7265 -1.3664 -2.4409  0.421
H: -4.9891 1.0307 1.1382  0.564
N: -3.1334 -9.7083 3.4907  -0.550
C: -2.7801 -8.7840 2.9059  0.131
C: -2.3263 -7.6320 2.1704  0.426
C: -2.1962 -7.6930 0.7873  -1.058
C: -1.7453 -6.5950 0.0805  -0.388
C: -1.4156 -5.4147 0.7457  1.555
C: -1.5642 -5.3505 2.1324  -0.379
C: -2.0116 -6.4502 2.8359  -1.095
N: -0.9461 -4.3072 0.0319  0.374
C: -0.9104 -4.1420 -1.3492  -0.151
C: -0.3667 -2.9210 -1.5653  -1.114
N: -0.0544 -2.3188 -0.3647  0.234
C: -0.4002 -3.1572 0.5591  -0.723
H: -2.4471 -8.6058 0.2641  0.413
H: -1.6439 -6.6626 -0.9920  0.300
H: -1.3534 -4.4341 2.6631  0.403
H: -2.1293 -6.3901 3.9093  0.416
H: -1.3063 -4.8688 -2.0340  0.330
H: -0.2092 -2.4133 -2.5035  0.303
H: -0.3066 -2.9665 1.6159  0.420
C: 3.5197 7.5645 3.0413  -1.869
C: 2.3575 7.2461 2.0899  2.180
C: 1.4650 8.4938 1.9899  -1.939
C: 2.9510 6.9954 0.6982  -1.825
C: 1.5261 6.0388 2.6397  2.751
O: 0.9026 6.4546 3.8759  -0.727
C: 2.3313 4.7779 3.0011  -2.870
C: 3.1712 4.0424 1.9365  0.995
C: 4.6692 4.1434 2.1072  0.095
C: 5.2730 3.9620 3.3503  -0.198
C: 6.6497 4.0208 3.5037  -0.978
C: 7.4395 4.2566 2.3918  0.348
Cl: 9.1765 4.3403 2.5757  -0.257
C: 6.8765 4.4173 1.1397  -1.048
C: 5.4961 4.3586 1.0084  0.022
C: 0.2812 5.6748 1.7896  -2.614
N: 0.4349 4.6065 0.8287  1.342
C: 0.3143 3.2843 1.0304  -0.679
N: 0.5930 2.6284 -0.0705  0.491
C: 0.8477 3.6185 -0.9618  -0.853
N: 0.7708 4.8373 -0.4671  -0.956
H: 4.0868 8.4075 2.6399  0.494
H: 4.2106 6.7252 3.1399  0.306
H: 3.1839 7.8626 4.0404  0.407
H: 2.0970 9.3689 1.8191  0.495
H: 0.8824 8.6563 2.8957  0.352
H: 0.7779 8.4287 1.1449  0.408
H: 3.2737 7.9533 0.2796  0.604
H: 2.2316 6.5539 0.0095  0.241
H: 3.8305 6.3529 0.7408  0.319
H: 1.6025 6.6961 4.4903  0.531
H: 1.5929 4.0877 3.4143  -0.087
H: 2.9684 5.0486 3.8473  1.084
H: 2.9092 4.3502 0.9253  0.226
H: 2.9082 2.9828 1.9760  -0.232
H: 4.6598 3.7572 4.2204  0.416
H: 7.1087 3.8770 4.4729  0.419
H: 7.5081 4.5790 0.2767  0.413
H: 5.0519 4.4594 0.0250  0.448
H: -0.1066 6.5370 1.2557  0.222
H: -0.4789 5.3572 2.5023  0.342
H: -0.0163 2.8365 1.9572  0.432
H: 1.0799 3.4246 -1.9970  0.555

Values from the calculation:
DFT total energy   -4463.61780 hartree
Net charge   -2
LUMO level   3.062 eV
2S+1   1
Gap between HOMO and LUMO   5.94 eV
Max |F|   0.8 eV Å⁻¹
HOMO   -2.88 eV

C34H55N3P2SV | ωB97M-V/def2-TZVPD

Each line ends with the Mulliken spin population.
Element x y z (Å)
V: 0.2633 -0.8098 -0.7449  2.766
C: -3.0430 -1.3863 -3.2270  -0.008
C: -2.9199 -0.0887 -2.4320  -0.037
C: -4.1942 0.7454 -2.4617  0.003
P: -2.1821 -0.4335 -0.7773  0.128
C: -3.2680 -1.6031 0.1588  0.011
C: -2.8290 -1.6173 1.6218  0.002
C: -4.7891 -1.5050 0.0516  0.003
C: -2.1516 1.1400 0.1292  -0.084
C: -3.2500 1.6352 0.8336  0.005
C: -3.1589 2.7141 1.6959  0.006
C: -4.3485 3.2167 2.4620  0.000
C: -1.8977 3.2921 1.8527  0.005
C: -0.8004 2.8416 1.1492  -0.007
C: -0.9001 1.7740 0.2383  -0.100
N: 0.1915 1.2826 -0.4718  -0.075
C: 1.1818 2.1570 -0.8837  0.078
C: 0.9917 3.5444 -1.0158  0.010
C: 2.0059 4.3749 -1.4531  0.001
C: 3.2646 3.8898 -1.8045  0.003
C: 4.3500 4.8017 -2.2975  0.000
C: 3.4418 2.5179 -1.7247  -0.010
C: 2.4437 1.6547 -1.2814  -0.109
P: 2.6234 -0.1409 -1.4060  0.270
C: 4.1616 -0.6697 -0.5311  -0.009
C: 4.2266 0.0091 0.8365  0.024
C: 5.4824 -0.4897 -1.2753  0.001
C: 2.9384 -0.3849 -3.2049  -0.012
C: 3.0632 -1.8741 -3.5210  0.001
C: 1.8227 0.2509 -4.0259  0.032
H: -3.2757 -1.1688 -4.2716  0.003
H: -3.8396 -2.0264 -2.8439  0.003
H: -2.1158 -1.9635 -3.2032  0.020
H: -2.1252 0.5070 -2.9021  0.018
H: -5.0510 0.2121 -2.0472  -0.001
H: -4.4444 1.0078 -3.4926  0.000
H: -4.0722 1.6721 -1.9019  -0.001
H: -2.9712 -2.5662 -0.2681  0.002
H: -3.1847 -0.7293 2.1467  0.000
H: -1.7404 -1.6434 1.7216  0.047
H: -3.2478 -2.4994 2.1134  0.000
H: -5.1782 -0.5725 0.4597  0.000
H: -5.2383 -2.3162 0.6298  0.000
H: -5.1545 -1.5969 -0.9706  -0.001
H: -4.2116 1.1523 0.7100  -0.003
H: -5.2754 2.7873 2.0801  0.000
H: -4.4386 4.3026 2.3988  0.000
H: -4.2814 2.9596 3.5224  0.000
H: -1.7728 4.1174 2.5463  0.000
H: 0.1608 3.3126 1.3073  0.002
H: 0.0304 3.9820 -0.7829  0.000
H: 1.8050 5.4381 -1.5313  0.000
H: 4.2118 5.8152 -1.9196  0.000
H: 4.3678 4.8630 -3.3888  0.000
H: 5.3370 4.4642 -1.9772  0.000
H: 4.3954 2.1005 -2.0347  0.000
H: 3.9985 -1.7417 -0.3671  0.000
H: 4.4482 1.0722 0.7232  0.001
H: 5.0245 -0.4438 1.4284  0.001
H: 3.2954 -0.0776 1.3948  -0.018
H: 5.7146 0.5663 -1.4219  0.000
H: 5.5067 -0.9794 -2.2498  0.000
H: 6.2933 -0.9127 -0.6781  0.000
H: 3.8785 0.1234 -3.4546  -0.004
H: 2.0914 -2.3646 -3.4239  -0.005
H: 3.7528 -2.3993 -2.8586  0.000
H: 3.4111 -2.0159 -4.5464  0.001
H: 0.8407 -0.1377 -3.7302  0.051
H: 1.9619 0.0153 -5.0832  0.001
H: 1.7991 1.3341 -3.9093  0.006
C: -0.4835 -4.4688 1.3576  0.008
C: -0.3343 -4.0779 -0.1117  0.042
C: 0.2461 -5.2465 -0.9081  0.004
C: 0.4959 -2.8105 -0.2201  -0.108
H: -1.0637 -5.3864 1.4873  0.000
H: -0.9590 -3.6722 1.9307  -0.002
H: 0.5030 -4.6369 1.7982  0.000
H: -1.3369 -3.8809 -0.5142  0.011
H: 1.2470 -5.5006 -0.5477  -0.001
H: 0.3364 -4.9926 -1.9667  -0.002
H: -0.3771 -6.1416 -0.8254  0.000
H: 0.7790 -2.6805 -1.3263  -0.020
H: 1.4924 -2.9898 0.2200  0.007
C: -1.1424 -1.4968 4.8800  0.001
N: -0.4994 -0.2103 5.0241  0.001
C: -0.6707 0.6623 6.0841  0.000
C: 0.0835 1.7524 5.8403  0.001
N: 0.7060 1.5334 4.6302  0.001
C: 0.3486 0.3275 4.1097  0.005
S: 0.8515 -0.3305 2.6548  0.032
H: -1.4427 -1.8444 5.8662  0.000
H: -0.4363 -2.1951 4.4330  0.000
H: -2.0150 -1.4152 4.2333  0.001
H: -1.3108 0.4178 6.9115  0.000
H: 0.2299 2.6497 6.4119  0.000
H: 1.3268 2.1456 4.1331  0.000

Values from the calculation:
DFT total energy   -3517.72205 hartree
LUMO level (alpha / beta)   0.620 / 0.619 eV
2S+1   4
Gap between HOMO and LUMO (alpha / beta)   6.94 / 7.14 eV
Max |F|   0.8 eV Å⁻¹
<S²>   3.769
HOMO (alpha / beta)   -6.32 / -6.52 eV

CH8N4 | ωB97M-V/def2-TZVPD

Each line ends with the Mulliken charge.
Element x y z (Å)
N: 1.6828 -0.6412 1.0273  -0.578
N: 0.2843 -0.7905 0.8441  -0.333
C: -0.3527 0.3116 0.1610  -0.015
N: 0.3320 0.5879 -1.1076  -0.587
N: -1.7634 0.0267 0.0769  -0.588
H: 1.8212 0.0121 1.7946  0.254
H: 2.1093 -0.2349 0.1904  0.287
H: 0.1368 -1.6565 0.3293  0.281
H: -0.2286 1.2098 0.7827  0.389
H: 0.2197 -0.1893 -1.7517  0.205
H: -0.0326 1.4205 -1.5507  0.223
H: -2.2708 0.7794 -0.3702  0.238
H: -1.9379 -0.8356 -0.4261  0.224

Values from the calculation:
DFT total energy   -261.88520 hartree
SMILES   NNC(N)N
LUMO level   0.980 eV
2S+1   1
Gap between HOMO and LUMO   10.09 eV
Max |F|   0.4 eV Å⁻¹
HOMO   -9.11 eV

CH4Cl2SSi | ωB97M-V/def2-TZVPD

Each line ends with the Mulliken charge.
Element x y z (Å)
C: -1.3371 -0.0905 0.5475  -0.402
Si: 0.8817 0.4542 -0.6963  0.538
S: 2.1150 -1.0900 0.0424  -0.230
Cl: -2.4411 1.1495 -0.0427  -0.152
Cl: -1.8094 -1.7711 -0.0898  -0.195
H: -1.2789 -0.2778 1.5651  0.343
H: 0.3984 0.1096 -2.1181  -0.030
H: 0.9903 1.8895 -0.3792  -0.044
H: 2.4811 -0.3734 1.1711  0.172

Values from the calculation:
DFT total energy   -1648.49939 hartree
LUMO level   0.050 eV
2S+1   1
Gap between HOMO and LUMO   8.55 eV
Max |F|   4.9 eV Å⁻¹
HOMO   -8.50 eV